# 1
Entry from OMol25: C16H30CrF12N2O16S4 as an isolated structure in a non-equilibrium geometry (ωB97M-V/def2-TZVPD).

Summary:
Expectation value of S²   6.034
E_HOMO (spin up / spin down)   -9.801 / -9.467 eV
Gap between HOMO and LUMO (spin up / spin down)   0.29840 / 0.17955 Ha

Structure (ORCA input):
```
! wB97M-V def2-TZVPD RIJCOSX def2/J DEFGRID3
* xyz 0 5
Cr -0.154 -0.124 -0.326
C -3.139 2.090 -3.361
F -3.462 2.833 -2.286
F -4.202 1.988 -4.135
F -2.182 2.579 -4.106
S -2.667 0.319 -2.682
O -1.548 0.421 -1.763
O -3.940 -0.171 -2.105
O -2.287 -0.447 -3.885
C 0.613 -4.575 -1.684
F 1.167 -5.419 -2.424
F -0.500 -5.113 -1.408
F 1.198 -4.299 -0.567
S 0.381 -2.796 -2.503
O 1.650 -2.360 -3.080
O -0.648 -2.806 -3.558
O -0.049 -1.856 -1.374
C 1.871 4.014 -0.895
F 2.766 3.732 0.110
F 1.735 5.297 -1.183
F 2.390 3.355 -1.948
S 0.065 3.316 -0.288
O -0.185 3.933 1.051
O -0.928 3.712 -1.333
O 0.124 1.835 -0.204
C 2.792 0.585 -4.137
F 3.292 -0.609 -4.037
F 3.581 1.356 -3.477
F 2.737 0.947 -5.408
S 1.000 0.672 -3.407
O 1.077 0.264 -1.974
O 0.554 2.077 -3.597
O 0.156 -0.230 -4.214
C -3.333 2.405 0.925
O -2.576 1.262 0.518
C -3.273 0.043 0.957
C -2.547 -1.289 0.498
N -1.193 -1.438 1.075
C -0.838 -2.667 1.559
C -1.755 -2.976 2.823
O -2.053 -1.754 3.487
C -3.088 -1.931 4.436
H -4.363 2.210 0.625
H -2.879 3.269 0.440
H -3.051 2.455 1.977
H -4.275 -0.068 0.541
H -3.676 0.145 1.965
H -2.697 -1.468 -0.567
H -3.247 -2.047 0.848
H -1.308 -1.208 2.051
H 0.197 -2.801 1.874
H -0.962 -3.353 0.721
H -1.341 -3.685 3.539
H -2.684 -3.412 2.456
H -3.106 -1.162 5.208
H -3.346 -2.917 4.821
H -3.988 -1.620 3.904
C -1.045 1.383 3.210
O -0.146 0.794 2.208
C 1.178 0.887 2.527
C 1.894 -0.350 1.987
N 1.853 -0.372 0.502
C 2.920 -1.303 -0.072
C 4.248 -0.546 -0.044
O 4.157 0.702 -0.503
C 5.255 1.633 -0.384
H -1.071 2.471 3.141
H -0.629 1.308 4.214
H -2.076 1.048 3.101
H 1.376 0.939 3.598
H 1.686 1.735 2.069
H 1.480 -1.221 2.494
H 2.886 -0.206 2.415
H 2.421 0.422 0.243
H 2.648 -1.574 -1.092
H 3.012 -2.180 0.568
H 4.947 -1.268 -0.465
H 4.488 -0.299 0.990
H 6.155 1.078 -0.649
H 5.279 2.026 0.632
H 5.212 2.377 -1.181
*
```

***

# 2
Entry from OMol25: H3N5S4 as an isolated structure in a non-equilibrium geometry (ωB97M-V/def2-TZVPD).

Summary:
ΔE to the lowest compared entry with this formula, charge and spin   0.0000 eV
E_HOMO (spin up / spin down)   -8.540 / -8.541 eV
Gap between HOMO and LUMO (spin up / spin down)   0.27131 / 0.27131 Ha

Structure (ORCA input):
```
! wB97M-V def2-TZVPD RIJCOSX def2/J DEFGRID3
* xyz 0 1
N -2.744 -0.163 -0.218
N -0.443 -1.157 -0.469
N -0.881 1.540 -0.428
N 2.146 -1.361 -0.540
N 0.969 0.324 1.044
S -2.496 1.349 -0.681
S 0.944 -1.406 0.466
S -1.819 -1.420 0.172
S -0.223 1.423 1.227
H -0.323 2.012 -1.065
H 3.011 -1.953 -0.325
H 1.859 0.812 0.816
*
```

***

# 3
Entry from OMol25: a 2-piece molecular cluster, C9H14 overall in a non-equilibrium geometry (ωB97M-V/def2-TZVPD).

Summary:
ΔE to the lowest compared entry with this formula, charge and spin   2.0154 eV
E_HOMO   -8.647 eV
Gap between HOMO and LUMO   0.35388 Ha
Structure (SMILES)   Cc1ccccc1.CC

Structure (ORCA input):
```
! wB97M-V def2-TZVPD RIJCOSX def2/J DEFGRID3
* xyz 0 1
C 1.528 0.952 -2.436
C 2.036 1.779 -1.251
H 2.336 0.896 -3.143
H 1.086 -0.028 -2.158
H 0.574 1.339 -2.879
H 1.581 1.564 -0.351
H 1.922 2.734 -1.536
H 3.139 1.579 -0.864
C 0.222 -2.500 1.068
C -1.623 -1.161 0.074
C -0.579 -1.270 0.956
C -2.421 -0.098 0.039
C -2.120 0.948 0.901
C -0.280 -0.129 1.875
C -1.049 0.958 1.819
H -1.873 -2.103 -0.489
H -3.202 -0.180 -0.621
H 0.777 -2.747 1.915
H 1.110 -2.456 0.383
H -2.604 1.830 0.778
H 0.550 -0.268 2.491
H -0.753 1.687 2.542
H -0.357 -3.330 0.883
*
```

***

# 4
Entry from OMol25: one molecule with the formula C4H9NO2 in a non-equilibrium geometry (ωB97M-V/def2-TZVPD).

Summary:
ΔE to the lowest compared entry with this formula, charge and spin   4.8390 eV
E_HOMO   -9.470 eV
Gap between HOMO and LUMO   0.34266 Ha
Structure (SMILES)   COC[C@@H](C)N=O

Structure (ORCA input):
```
! wB97M-V def2-TZVPD RIJCOSX def2/J DEFGRID3
* xyz 0 1
C -1.597 -1.315 0.373
O -1.164 -0.129 1.003
C 0.228 0.045 1.038
C 0.783 0.277 -0.385
N 2.243 0.310 -0.339
O 2.614 -0.844 -0.418
C 0.153 1.567 -0.979
H -2.676 -1.375 0.533
H -1.396 -1.307 -0.707
H -1.118 -2.202 0.814
H 0.732 -0.845 1.446
H 0.402 0.899 1.696
H 0.870 -0.820 -0.743
H 0.393 2.463 -0.370
H -0.938 1.486 -0.962
H 0.472 1.790 -2.001
*
```

***

# 5
Entry from OMol25: one molecule with the formula C4H9NO2 in a non-equilibrium geometry (ωB97M-V/def2-TZVPD).

Summary:
ΔE to the lowest compared entry with this formula, charge and spin   4.6024 eV
E_HOMO   -8.942 eV
Gap between HOMO and LUMO   0.34475 Ha
Structure (SMILES)   COC(C)(C)N=O

Structure (ORCA input):
```
! wB97M-V def2-TZVPD RIJCOSX def2/J DEFGRID3
* xyz 0 1
C 0.312 1.318 1.262
C 0.350 0.536 -1.236
C 0.094 -1.996 0.023
C -0.318 0.403 0.188
N -1.574 1.003 -0.125
O -2.539 0.294 -0.081
O -0.276 -0.895 0.705
H 0.529 0.737 2.144
H -0.299 2.130 1.570
H 1.221 1.640 0.789
H 1.268 -0.016 -1.292
H 0.727 1.581 -1.555
H -0.262 0.168 -2.056
H -0.135 -2.029 -1.022
H -0.298 -2.831 0.588
H 1.202 -2.043 0.099
*
```

***

# 6
Entry from OMol25: a 2-piece molecular cluster, H3NO3P2 overall in a non-equilibrium geometry (ωB97M-V/def2-TZVPD).

Summary:
ΔE to the lowest compared entry with this formula, charge and spin   0.9879 eV
E_HOMO   1.283 eV
Gap between HOMO and LUMO   0.23526 Ha

Structure (ORCA input):
```
! wB97M-V def2-TZVPD RIJCOSX def2/J DEFGRID3
* xyz -2 1
N -0.895 0.154 0.232
O 1.350 1.305 1.475
O 1.143 -1.143 0.909
O 1.585 0.693 -0.968
P -0.626 -1.400 0.831
P 0.854 0.524 0.345
H -0.902 0.837 -2.485
H -1.101 -1.332 2.345
H -1.410 0.361 -2.685
*
```

***

# 7
Entry from OMol25: one molecule with the formula C8H10N2O2 in a non-equilibrium geometry (ωB97M-V/def2-TZVPD).

Summary:
ΔE to the lowest compared entry with this formula, charge and spin   6.9184 eV
E_HOMO   -10.786 eV
Gap between HOMO and LUMO   0.36369 Ha
Structure (SMILES)   CCCCC=C=C(C#N)[N+](=O)[O-]

Structure (ORCA input):
```
! wB97M-V def2-TZVPD RIJCOSX def2/J DEFGRID3
* xyz 0 1
C -4.470 -1.307 -0.869
C -2.031 1.428 -1.276
C -3.050 0.734 -0.807
C -4.004 -0.075 -0.314
C 1.132 -1.475 1.146
C -0.595 1.298 -0.944
C 1.050 -0.313 0.044
C -0.377 0.083 -0.056
N -4.788 -2.302 -1.352
N -4.759 0.492 0.765
O -4.307 1.433 1.411
O -5.821 -0.030 1.012
H -2.323 2.068 -2.110
H 0.544 -2.316 0.934
H 0.962 -0.920 1.994
H 2.144 -1.594 1.114
H -0.231 2.208 -0.518
H 0.014 1.066 -1.802
H 1.610 0.523 0.545
H 1.392 -0.631 -0.959
H -0.666 0.004 0.981
H -1.010 -0.683 -0.624
*
```

***

# 8
Entry from OMol25: one molecule with the formula C18H24N2O3 in a non-equilibrium geometry (ωB97M-V/def2-TZVPD).

Summary:
ΔE to the lowest compared entry with this formula, charge and spin   3.7463 eV
E_HOMO   -7.679 eV
Gap between HOMO and LUMO   0.30521 Ha
Structure (SMILES)   COc1ccc(/C=N/NC(=O)[C@@H]2[C@H]3CCCC[C@]32C)cc1OC

Structure (ORCA input):
```
! wB97M-V def2-TZVPD RIJCOSX def2/J DEFGRID3
* xyz 0 1
C -7.797 -0.579 -0.059
H -7.556 -1.249 0.768
O -7.110 0.648 0.045
C -5.752 0.714 0.026
C -5.252 2.011 0.133
C -3.900 2.276 0.132
C -2.994 1.225 0.020
C -3.483 -0.079 -0.087
C -4.838 -0.356 -0.086
O -5.334 -1.631 -0.189
C -4.422 -2.698 -0.299
H -3.773 -2.766 0.579
H -5.036 -3.595 -0.366
H -3.807 -2.611 -1.199
H -2.750 -0.863 -0.171
C -1.571 1.465 0.013
N -0.740 0.508 -0.095
N 0.574 0.762 -0.099
C 1.500 -0.251 -0.209
O 1.179 -1.415 -0.304
C 2.898 0.244 -0.204
C 3.971 -0.652 -0.784
C 3.957 -0.403 0.688
C 3.546 -1.527 1.609
H 2.759 -2.126 1.158
H 4.401 -2.171 1.810
H 3.180 -1.131 2.556
C 5.002 0.537 1.277
C 6.227 0.678 0.375
C 5.809 1.061 -1.040
C 5.047 -0.094 -1.685
H 5.751 -0.900 -1.907
H 4.605 0.227 -2.633
H 6.688 1.294 -1.643
H 5.187 1.958 -1.006
H 6.896 1.434 0.790
H 6.768 -0.270 0.343
H 5.314 0.157 2.251
H 4.566 1.527 1.442
H 3.594 -1.620 -1.099
H 3.005 1.311 -0.360
H 0.891 1.732 -0.011
H -1.239 2.509 0.106
H -3.549 3.294 0.217
H -5.973 2.809 0.218
H -7.585 -1.082 -1.004
H -8.854 -0.314 -0.017
*
```

***

# 9
Entry from OMol25: C15H30F6Li4N3O27S6 as an isolated structure in a non-equilibrium geometry (ωB97M-V/def2-TZVPD).

Summary:
E_HOMO   -12.408 eV
Gap between HOMO and LUMO   0.27640 Ha

Structure (ORCA input):
```
! wB97M-V def2-TZVPD RIJCOSX def2/J DEFGRID3
* xyz 1 1
Li 1.570 -1.618 2.301
Li -2.364 -4.448 -1.768
Li -1.520 1.612 -0.061
Li -0.281 -0.487 0.093
N -1.987 -0.126 -0.747
S -3.681 -0.483 -0.580
O -3.975 -1.865 -0.323
O -4.719 0.326 -1.215
F -3.688 0.250 0.845
S -2.110 -0.832 -2.168
O -2.555 -0.017 -3.271
O -2.109 -2.295 -2.269
F -0.490 -0.750 -2.440
N 0.132 1.256 0.817
S 0.199 1.244 2.535
O -0.027 2.469 3.278
O 1.163 0.270 3.064
F -1.163 0.441 2.813
S 1.365 2.144 0.770
O 2.654 1.591 1.234
O 1.102 3.613 0.998
F 1.452 1.944 -0.798
N 0.756 -1.996 0.552
S 1.767 -2.487 -0.418
O 1.480 -2.277 -1.783
O 2.621 -3.549 0.022
F 2.789 -1.199 -0.088
S -0.119 -3.420 0.621
O 0.207 -4.355 1.614
O -0.624 -3.993 -0.587
F -1.440 -2.679 1.192
C 1.197 -1.410 -5.222
O 1.168 -1.391 -6.617
C 0.998 -0.213 -7.301
O 0.874 0.906 -6.756
O 1.118 -0.463 -8.583
C 0.882 0.677 -9.448
H 0.851 -2.356 -4.806
H 0.693 -0.548 -4.784
H 2.209 -1.270 -4.843
H 1.774 1.169 -9.838
H 0.138 1.352 -9.025
H 0.377 0.259 -10.319
C -2.782 5.495 -1.786
O -1.734 5.069 -2.574
C -1.137 3.930 -2.414
O -1.420 3.139 -1.530
O -0.246 3.746 -3.487
C 0.489 2.556 -3.507
H -3.398 4.746 -1.287
H -3.412 6.142 -2.396
H -2.330 6.165 -1.055
H 0.851 2.387 -4.521
H -0.016 1.636 -3.213
H 1.463 2.544 -3.018
C 4.657 -0.319 4.407
O 5.087 -1.637 4.209
C 4.472 -2.469 3.367
O 3.502 -2.285 2.685
O 5.154 -3.600 3.402
C 4.761 -4.694 2.523
H 5.308 0.144 5.149
H 3.694 -0.412 4.909
H 4.536 0.307 3.523
H 5.499 -5.496 2.557
H 4.477 -4.303 1.546
H 3.930 -5.281 2.913
C -5.407 2.802 1.115
O -4.664 3.827 1.742
C -3.357 3.864 1.433
O -2.716 2.956 0.910
O -2.946 5.039 1.871
C -1.626 5.522 1.858
H -5.790 2.113 1.867
H -4.795 2.228 0.420
H -6.234 3.193 0.521
H -1.627 6.475 2.388
H -1.275 5.538 0.826
H -0.950 4.913 2.459
C -1.863 -2.096 4.844
O -1.209 -3.359 4.898
C 0.141 -3.335 4.599
O 0.746 -2.403 4.124
O 0.639 -4.569 4.897
C 1.933 -4.901 4.492
H -1.879 -1.861 3.780
H -1.329 -1.252 5.280
H -2.778 -2.197 5.427
H 2.259 -5.754 5.089
H 2.683 -4.124 4.641
H 1.951 -5.123 3.425
*
```

***

# 10
Entry from OMol25: C7H2N2O7S4SbTa as an isolated structure (ωB97M-V/def2-TZVPD).

Summary:
ΔE to the lowest compared entry with this formula, charge and spin   0.0000 eV
E_HOMO   -9.632 eV
Gap between HOMO and LUMO   0.27772 Ha

Structure (ORCA input):
```
! wB97M-V def2-TZVPD RIJCOSX def2/J DEFGRID3
* xyz 0 1
Ta -0.551 -0.707 2.458
S 1.535 -1.844 6.528
Sb -0.281 -0.923 5.699
S 0.528 0.732 3.795
S -1.048 -2.494 3.727
S -2.150 -0.004 6.413
O -3.160 1.026 -0.151
C -2.140 0.537 0.212
O -1.974 0.105 1.495
C -0.943 0.367 -0.688
C -1.031 0.970 -1.937
C 0.017 0.871 -2.825
C 1.178 0.186 -2.521
C 1.266 -0.393 -1.276
C 0.220 -0.342 -0.354
O 0.338 -1.035 0.802
N 2.521 -1.075 -0.921
O 2.961 -0.871 0.187
O 3.028 -1.763 -1.780
N -0.098 1.518 -4.147
O 0.851 1.413 -4.895
O -1.128 2.107 -4.389
H -1.929 1.511 -2.201
H 1.991 0.108 -3.228
*
```

***

# 11
Entry from OMol25: a 2-piece molecular cluster, C7H5ClO3 overall in a non-equilibrium geometry (ωB97M-V/def2-TZVPD).

Summary:
ΔE to the lowest compared entry with this formula, charge and spin   2.7956 eV
E_HOMO   -9.439 eV
Gap between HOMO and LUMO   0.28131 Ha

Structure (ORCA input):
```
! wB97M-V def2-TZVPD RIJCOSX def2/J DEFGRID3
* xyz 0 1
C -2.152 -0.446 0.171
C -0.668 -0.290 -0.192
C -0.008 -1.571 -0.155
C 1.327 -1.647 -0.306
C 1.971 -0.348 -0.178
C 1.289 0.980 -0.090
C -0.012 0.951 -0.143
H -2.077 1.439 -0.628
H -0.455 -2.545 -0.136
H 1.735 -2.603 -0.316
H 1.963 1.884 0.386
H -0.150 2.873 1.040
O -2.809 0.700 -0.292
O -2.887 -1.432 0.582
O -0.782 2.045 0.054
Cl 3.715 0.009 0.202
*
```

***

# 12
Entry from OMol25: one molecule with the formula C2H7N5 in a non-equilibrium geometry (ωB97M-V/def2-TZVPD).

Summary:
ΔE to the lowest compared entry with this formula, charge and spin   4.3596 eV
E_HOMO   -7.833 eV
Gap between HOMO and LUMO   0.31996 Ha

Structure (ORCA input):
```
! wB97M-V def2-TZVPD RIJCOSX def2/J DEFGRID3
* xyz 0 1
C -1.577 -0.131 0.575
N 0.199 -1.460 -1.306
C -0.710 0.331 -0.536
N 1.942 0.685 0.833
N 0.667 -0.492 -0.574
N 1.653 -0.520 0.212
N -0.913 1.310 -1.269
H 0.811 -2.278 -1.211
H 2.459 0.495 1.682
H 1.140 1.291 0.994
H -0.215 1.529 -1.971
H -1.069 -0.714 1.342
H -2.033 0.728 1.067
H -2.353 -0.774 0.162
*
```

***

# 13
Entry from OMol25: an isolated ion of composition C13H27BNO4 and charge +1 in a non-equilibrium geometry (ωB97M-V/def2-TZVPD).

Summary:
E_HOMO   -12.940 eV
Gap between HOMO and LUMO   0.36095 Ha
Structure (SMILES)   CCOB(O)[C@@H]1C[C@@H](CCCCCOC(C)=O)C[NH2+]1

Structure (ORCA input):
```
! wB97M-V def2-TZVPD RIJCOSX def2/J DEFGRID3
* xyz 1 1
C -3.468 -3.682 1.554
C -4.213 -2.403 1.177
O -3.312 -1.322 0.877
B -2.707 -1.295 -0.319
O -3.301 -1.742 -1.507
C -1.228 -0.694 -0.400
C -1.121 0.863 -0.263
C -0.424 1.386 -1.547
C 1.017 1.901 -1.398
C 2.121 0.923 -1.820
C 2.528 -0.095 -0.731
C 3.761 0.277 0.084
C 3.647 1.610 0.814
O 2.873 1.385 2.004
C 1.888 2.275 2.260
C 0.863 1.727 3.218
O 1.840 3.394 1.792
C -0.696 0.267 -2.535
N -0.538 -0.968 -1.697
H -3.950 -4.547 1.107
H -2.427 -3.663 1.238
H -3.485 -3.829 2.629
H -4.822 -2.073 2.012
H -4.904 -2.586 0.358
H -3.100 -2.672 -1.649
H -0.701 -1.096 0.465
H -0.592 1.172 0.632
H -2.122 1.281 -0.205
H -1.057 2.199 -1.896
H 1.116 2.833 -1.948
H 1.161 2.143 -0.348
H 3.000 1.513 -2.076
H 1.867 0.378 -2.728
H 1.683 -0.319 -0.069
H 2.764 -1.036 -1.235
H 4.658 0.287 -0.530
H 3.891 -0.487 0.851
H 4.639 1.931 1.115
H 3.180 2.347 0.172
H 0.021 2.411 3.239
H 0.536 0.729 2.945
H 1.291 1.720 4.219
H -0.115 0.200 -3.446
H -1.752 0.279 -2.797
H 0.451 -1.079 -1.448
H -0.761 -1.841 -2.169
*
```

***

# 14
Entry from OMol25: a 2-piece molecular cluster, C3H10N3 overall in a non-equilibrium geometry (ωB97M-V/def2-TZVPD).

Summary:
ΔE to the lowest compared entry with this formula, charge and spin   2.2721 eV
E_HOMO   -14.143 eV
Gap between HOMO and LUMO   0.41050 Ha

Structure (ORCA input):
```
! wB97M-V def2-TZVPD RIJCOSX def2/J DEFGRID3
* xyz 1 1
C 2.401 -0.091 0.415
C -1.988 1.186 0.604
C -1.857 -0.799 -0.701
N 1.250 -0.287 1.050
N 2.450 0.121 -0.883
N -1.309 0.215 0.185
H 3.440 -0.096 0.871
H 1.649 0.073 -1.595
H -1.343 1.870 1.128
H -3.039 1.102 0.395
H -2.960 -0.675 -0.682
H -1.518 -0.533 -1.786
H -1.804 -1.821 -0.326
H 1.154 -0.438 2.029
H 3.303 0.402 -1.283
H 0.171 -0.230 0.579
*
```